{
  "formula": "C7H9N3",
  "method": "ωB97M-V/def2-TZVPD",
  "multiplicity": 3,
  "lumo_ev": [0.83, -2.14],
  "e_homo_ev": [-6.197, -8.810],
  "e_above_lowest_ev": 0.0000,
  "e_tot_ha": -436.24866,
  "s2": 2.03,
  "largest_force_ev_per_a": 2.908,
  "symbols": ["C", "C", "C", "C", "C", "C", "C", "N", "N", "N", "H", "H", "H", "H", "H", "H", "H", "H", "H"],
  "coordinates": [[-3.32876, -0.08374, -0.28469], [0.72280, 1.49460, -0.65330], [1.02156, 0.19623, -0.68606], [-0.39248, 2.04871, 0.16592], [-1.37200, 0.95895, 0.61037], [-0.70347, -0.37698, 0.80424], [0.52346, -2.15745, -0.21731], [-4.30043, -0.71698, -0.26130], [-2.23551, 0.56058, -0.46022], [0.31159, -0.75119, 0.04079], [1.29981, 2.18840, -1.24280], [1.82936, -0.19874, -1.28269], [0.01012, 2.55159, 1.05249], [-0.93365, 2.80098, -0.41423], [-1.91222, 1.27311, 1.51776], [-1.27420, -1.15714, 1.28884], [0.61986, -2.70506, 0.72168], [-0.32716, -2.55911, -0.77276], [1.43214, -2.30329, -0.79742]],
  "nbo_charge": [0.36, -0.26, -0.03, -0.43, -0.13, -0.07, -0.39, -0.29, -0.29, -0.37, 0.22, 0.21, 0.22, 0.23, 0.22, 0.19, 0.21, 0.20, 0.21]
}